a.
C3H14N2O3 | ωB97M-V/def2-TZVPD

Structure (XYZ):
```
22
Properties=species:S:1:pos:R:3
N -1.8982 -0.6567 -1.4258
C -1.0716 0.4069 -1.9322
C -0.5483 1.3797 -0.8812
N 0.2831 0.6906 0.1310
C 0.7049 1.7259 1.0867
O 1.3832 1.0985 2.1704
H -1.4374 -1.2311 -0.7315
H -2.8024 -0.3536 -1.0925
H -1.6176 1.0041 -2.6614
H -0.1870 -0.0100 -2.3926
H 0.1087 2.0938 -1.3877
H -1.4211 1.8900 -0.4620
H -0.3181 0.0758 0.6653
H 1.3734 2.3846 0.5668
H -0.1381 2.1712 1.6120
H 2.0172 0.4692 1.7959
O 1.7079 -1.8101 -0.4486
H 1.2434 -2.1688 -1.2186
H 1.5038 -0.8600 -0.5544
O -0.7090 -2.0701 1.0448
H -0.8307 -1.9292 1.9943
H 0.1892 -2.4059 0.9035
```

Computed properties:
Kohn-Sham gap = 9.708 eV
2S+1 = 1
SMILES string = NCCNCO.O.O
LUMO energy = 0.7056 eV
Total charge = 0
M = 126.16 g mol⁻¹


b.
C3H14N2O3 | ωB97M-V/def2-TZVPD

Structure (XYZ):
```
22
Properties=species:S:1:pos:R:3
N 2.7676 -0.6270 0.3691
C 1.7391 -1.6038 -0.1396
C 0.3611 -0.8914 -0.1603
N -0.0932 -0.3124 -1.4695
C -1.4120 0.1141 -1.5767
O -1.8244 1.1004 -0.5201
H 2.5951 0.2573 0.0568
H 3.1290 -0.5688 1.3218
H 1.6204 -2.5920 0.4122
H 2.1216 -1.6956 -1.1419
H -0.3888 -1.7414 0.0280
H 0.3400 0.0050 0.4988
H 0.6675 -0.0997 -2.1030
H -1.6934 0.5305 -2.5329
H -2.2602 -0.6294 -1.3136
H -0.9764 1.4998 -0.2556
O -0.0040 2.1820 0.8500
H 0.0128 2.1098 1.8649
H -0.0013 3.1673 0.7954
O -2.0106 -0.3572 1.8482
H -2.8224 -0.0557 2.0908
H -1.8673 0.2081 1.0770
```

Computed properties:
Kohn-Sham gap = 8.892 eV
2S+1 = 1
SMILES string = NCCNCO.O.O
LUMO energy = 0.3084 eV
Total charge = 0
M = 126.16 g mol⁻¹


Stability ranking, top entry: a; the second entry is 175.6 kJ/mol less favorable.


a.
C2H4ClNO | ωB97M-V/def2-TZVPD

Structure (XYZ):
```
9
Properties=species:S:1:pos:R:3
C -1.7726 -0.2398 -0.0148
C 1.3692 0.4988 0.0193
N -1.1738 0.7382 0.4227
O 1.9648 -0.5808 0.5011
Cl -3.5667 0.0776 0.0544
H -1.5876 -1.2417 -0.4366
H 1.2925 0.5960 -1.0993
H 1.2400 1.3909 0.6797
H 2.2343 -1.2390 -0.1264
```

Computed properties:
Kohn-Sham gap (spin up / spin down) = 6.798 / 9.379 eV
2S+1 = 1
LUMO energy (spin up / spin down) = -0.8913 / 0.2839 eV
Total charge = 0
M = 93.51 g mol⁻¹


b.
C2H4ClNO | ωB97M-V/def2-TZVPD

Structure (XYZ):
```
9
Properties=species:S:1:pos:R:3
C 0.9780 -0.9562 0.8538
C -0.0507 0.5034 -0.5532
N -1.2797 0.7785 0.0698
O 0.6396 -0.8018 -0.3858
Cl 2.1203 -2.2643 0.9079
H -1.1216 0.9522 1.1029
H 0.0403 0.5504 -1.7145
H 0.5804 1.2687 -0.2151
H -1.9067 -0.0309 -0.0658
```

Computed properties:
Kohn-Sham gap = 9.894 eV
2S+1 = 1
LUMO energy = 0.4941 eV
Total charge = 0
M = 93.51 g mol⁻¹


Stability ranking, top entry: b; the second entry is 143.8 kJ/mol less favorable.


a.
C3H10OS2 | ωB97M-V/def2-TZVPD

Structure (XYZ):
```
16
Properties=species:S:1:pos:R:3
C -1.0963 0.8482 -2.1613
C 0.0465 1.7827 -1.8680
S 0.5034 1.9150 -0.1147
S 2.0574 0.6198 0.1437
C 1.4101 -1.0097 0.4477
H -1.9717 1.1092 -1.5849
H -0.8830 -0.1819 -1.9141
H -1.4813 0.9309 -3.1748
H 0.9476 1.6011 -2.4009
H -0.2558 2.7893 -2.1144
H 1.9990 -1.6902 -0.1635
H 1.4626 -1.3361 1.4802
H 0.3589 -1.1229 0.1882
O -1.0587 -2.2407 4.0273
H -0.8369 -2.6784 4.8606
H -1.2018 -1.3364 4.3488
```

Computed properties:
Kohn-Sham gap = 9.482 eV
2S+1 = 1
SMILES string = CCSSC.O
LUMO energy = 0.7501 eV
Total charge = 0
M = 126.25 g mol⁻¹


b.
C3H10OS2 | ωB97M-V/def2-TZVPD

Structure (XYZ):
```
16
Properties=species:S:1:pos:R:3
C -1.4633 1.3935 -0.5054
C -1.1382 -0.1211 -0.4258
C 0.3050 -0.4675 -0.0071
S 0.4603 -2.2619 -0.1087
S -0.9326 -3.0169 1.1960
H -1.0248 1.8753 0.3847
H -2.5352 1.6494 -0.5518
H -0.9662 1.7959 -1.4040
H -1.8370 -0.5627 0.3105
H -1.3230 -0.6111 -1.4011
H 1.0964 -0.0659 -0.6688
H 0.5500 -0.1688 1.0303
H -2.0235 -2.9968 0.4011
O 3.3526 1.2330 0.2799
H 3.3117 0.5726 1.0082
H 4.1678 1.7531 0.4621
```

Computed properties:
Kohn-Sham gap = 9.562 eV
2S+1 = 1
SMILES string = CCCSS.O
LUMO energy = 0.5872 eV
Total charge = 0
M = 126.25 g mol⁻¹


Stability ranking, top entry: b; the second entry is 6.5 kJ/mol less favorable.


a.
C6H21NO3 | ωB97M-V/def2-TZVPD

Structure (XYZ):
```
31
Properties=species:S:1:pos:R:3
C 0.5129 3.1317 -1.0606
C 0.0757 1.7837 -1.5359
C -0.9894 1.3643 -0.5246
C -0.5077 0.3163 0.5118
C -0.7725 -1.1510 -0.1447
C -2.2614 -1.2939 -0.5877
N -0.4005 -2.2589 0.7479
H 0.0553 3.6216 -0.0066
H 1.4810 3.2939 -0.8244
H 0.2978 4.0191 -1.8079
H -0.3190 1.9165 -2.5417
H 0.7857 0.9783 -1.6355
H -1.6439 2.1598 -0.3047
H -1.7135 0.7359 -0.9823
H 0.4788 0.4523 0.7970
H -1.0311 0.5026 1.4011
H 0.0588 -1.0499 -0.9406
H -2.3287 -1.2035 -1.5967
H -2.9735 -0.5923 -0.0968
H -2.7027 -2.3145 -0.6253
H 0.4867 -2.7347 0.6521
H -0.6152 -2.1438 1.6765
O 2.9055 -1.2125 -1.7964
H 2.4825 -1.2752 -0.8958
H 2.5129 -2.0190 -2.2472
O 2.1416 -1.0232 0.9347
H 2.9843 -1.3043 1.1015
H 1.6819 -1.2824 1.7749
O -0.0337 -0.4759 3.2106
H -0.9733 -0.6285 3.2505
H 0.3246 -0.3125 4.0969
```

Computed properties:
Kohn-Sham gap = 8.688 eV
2S+1 = 1
SMILES string = CCCC[C@H](C)N.O.O.O
LUMO energy = 0.2150 eV
Total charge = 0
M = 155.24 g mol⁻¹


b.
C6H21NO3 | ωB97M-V/def2-TZVPD

Structure (XYZ):
```
31
Properties=species:S:1:pos:R:3
C -2.7562 -0.9651 1.4060
N -1.4519 -0.3736 1.0845
C -0.2652 -1.2189 1.3942
C 0.5752 -1.5281 0.1671
C 1.3633 -0.3888 -0.5617
C 0.9536 1.0121 -0.1210
C 1.0756 -0.6119 -2.0605
H -3.4773 -0.7254 0.6274
H -3.0312 -0.5721 2.3890
H -2.6647 -2.0550 1.4998
H -1.3938 -0.0700 0.1237
H -0.6108 -2.2029 1.7390
H 0.2199 -0.7094 2.2130
H 1.3538 -2.1473 0.6220
H 0.1274 -2.1919 -0.5691
H 2.4469 -0.5068 -0.4751
H -0.0805 1.2368 -0.3540
H 1.5900 1.8193 -0.4685
H 0.8863 1.0748 0.9636
H 1.8156 -0.1541 -2.7261
H 0.1349 -0.1508 -2.3647
H 0.9289 -1.6628 -2.2979
O 0.3374 3.5313 -1.6729
H 0.4886 4.2137 -1.0182
H 1.1595 3.3742 -2.1491
O 2.2266 -1.6019 2.5993
H 1.7523 -1.9355 3.3710
H 2.9391 -1.0429 2.9221
O -2.0229 1.2934 -2.1121
H -1.1836 1.7420 -1.9206
H -2.6390 1.9056 -1.6826
```

Computed properties:
Kohn-Sham gap = 8.564 eV
2S+1 = 1
SMILES string = CNCCC(C)C.O.O.O
LUMO energy = 0.5785 eV
Total charge = 0
M = 155.24 g mol⁻¹


Stability ranking, top entry: b; the second entry is 166.5 kJ/mol less favorable.